20
Properties=species:S:1:pos:R:3:forces:R:3:lowdin_charge:R:1 method="wB97M-V/def2-TZVPD" e_homo_ha="-0.2997 / -0.2997" multiplicity=1 e_lumo_ev="0.26 / 0.26" de_lowest_kcal_mol=78.01 homo_lumo_gap_ev="8.42 / 8.42"
H -0.164434 0.927249 1.534073 -0.1 0.3 -0.9 0.1653
Cl 1.078390 -2.585795 2.337660 0.2 -0.2 0.5 0.6985
C 1.063981 1.766446 -0.185126 -1.2 0.1 1.2 -0.0827
N -0.417589 -1.633477 0.490856 -1.1 -1.6 1.1 0.0033
H 1.495857 -0.689884 -0.680878 0.1 1.2 -2.1 0.0201
C 0.861724 -1.632716 0.948559 0.2 1.3 -1.0 -0.8981
C 1.826714 -1.088023 0.201399 1.5 -1.5 2.6 -0.6009
H 1.992239 1.760310 0.328073 0.3 0.3 1.0 0.0815
C -2.142027 -1.576678 -0.988650 3.1 -1.1 -0.4 0.0367
H -1.496376 -2.370041 -1.610516 -1.8 2.0 1.2 0.1468
C -0.244995 1.226530 0.462645 0.7 -2.9 0.4 -0.3510
H -2.524245 -0.746030 -1.472011 -1.3 0.9 -2.0 0.0432
H 1.234511 1.547940 -1.197782 -0.2 -0.3 -1.3 0.0815
C -0.172885 2.584353 0.096400 0.0 3.8 -0.4 -0.1469
N -1.129260 -0.807383 -0.168966 0.4 -0.9 -0.2 -0.2569
N -1.131623 0.455300 -0.336061 -0.2 -0.5 -0.1 0.1126
H -0.318140 3.341195 0.905729 0.7 -0.6 -0.9 0.1221
H -2.880795 -2.059489 -0.391339 -0.2 -0.3 0.7 0.0741
H -0.635904 2.883494 -0.861009 -0.1 -0.3 0.8 0.1184
Br 3.704859 -1.303302 0.586944 -1.1 0.3 -0.4 0.6322

---

15
Properties=species:S:1:pos:R:3:forces:R:3:lowdin_charge:R:1 method="wB97M-V/def2-TZVPD" e_homo_ha="-0.2372 / -0.2753" multiplicity=1 e_lumo_ev="0.29 / 0.31" de_lowest_kcal_mol=91.93 homo_lumo_gap_ev="6.74 / 7.80"
C 1.469814 1.414976 -0.058692 0.3 0.4 0.9 -0.0232
C -0.610970 -1.434841 0.037124 0.1 -0.1 -0.1 -0.0478
H -1.795335 -0.050167 -1.649708 0.1 0.0 0.1 0.0721
H -1.038891 -2.310057 -0.433752 0.2 0.1 0.0 0.0971
H 1.003087 -0.244514 -1.233914 -0.4 -1.5 -0.2 0.1371
C -0.018715 0.167708 1.562990 -0.3 -0.3 0.5 -0.0718
H 0.311033 0.591640 2.503008 -0.2 0.0 -0.1 0.1183
N -0.880811 0.382712 -1.605153 -0.1 0.0 -0.1 0.0753
H -0.483000 0.425907 -2.535017 -0.1 0.1 0.1 0.0722
N 0.485633 0.571263 0.409989 -0.1 0.1 -0.7 -0.1645
C -0.688630 -1.094603 1.347453 0.2 0.3 0.2 -0.0731
H -1.095286 -1.701279 2.153855 0.0 0.2 -0.3 0.1007
H 2.400946 0.866791 -0.209836 -0.2 0.3 -0.8 0.0558
H 1.548114 2.408843 0.345512 0.1 0.1 0.5 0.0344
C 0.020551 -0.296294 -0.698894 0.5 0.2 -0.1 -0.3826

---

15
Properties=species:S:1:pos:R:3:forces:R:3:lowdin_charge:R:1 method="wB97M-V/def2-TZVPD" e_homo_ha=-0.4004 multiplicity=1 e_lumo_ev=-2.45 de_lowest_kcal_mol=20.23 homo_lumo_gap_ev=8.45
H 0.713738 0.499961 -1.623070 -1.4 -1.0 2.1 0.1662
H -0.207651 -1.047464 -1.423414 0.7 1.6 1.7 0.1799
Br 0.673322 2.254789 1.121655 -1.5 -2.2 -1.2 0.5054
O -0.777672 -0.067109 2.419908 -0.1 -0.4 0.8 0.1090
H 2.035164 -0.297578 0.679159 -0.9 -0.3 -0.2 0.0583
N -0.884812 -0.461362 1.303722 -0.4 1.1 -0.2 -0.3917
C -0.522237 0.414260 0.184495 2.6 2.8 0.6 -0.3852
C 0.353164 -0.240663 -0.760012 2.0 0.3 -5.4 -0.2846
C 1.648862 -0.809866 -0.233347 0.3 -2.2 2.4 -0.1225
O -2.669124 1.154904 0.185087 -0.8 0.0 0.2 0.1347
N -1.650266 1.122315 -0.449245 -0.1 -0.1 1.0 -0.4034
H 2.576196 -0.729404 -0.809522 -0.8 -0.3 -0.9 0.0790
O -1.412597 1.630378 -1.499571 -0.1 0.5 -1.0 0.1122
H 1.400700 -1.912003 0.033301 1.1 1.7 -0.3 0.1106
O -1.276789 -1.511157 0.870853 -0.5 -1.3 0.4 0.1321